Entry 1:
{
  "formula": "C34H44O18Sr",
  "method": "ωB97M-V/def2-TZVPD",
  "gap_ev": 6.777,
  "elements": ["Sr", "C", "C", "C", "O", "C", "C", "C", "O", "O", "O", "H", "H", "O", "C", "O", "C", "C", "C", "H", "H", "H", "H", "H", "H", "O", "C", "O", "C", "C", "C", "H", "H", "H", "H", "H", "H", "O", "C", "O", "C", "C", "C", "H", "H", "H", "H", "H", "H", "O", "C", "O", "C", "C", "C", "H", "H", "H", "H", "H", "H", "O", "C", "O", "C", "C", "C", "H", "H", "H", "H", "H", "H", "O", "C", "O", "C", "C", "C", "H", "H", "H", "H", "H", "H", "O", "C", "O", "C", "C", "C", "H", "H", "H", "H", "H", "H"],
  "xyz": [[12.2343, 11.1905, 12.3630], [16.1699, 8.9442, 12.5112], [17.2011, 8.7550, 13.5506], [16.9519, 9.5392, 14.8362], [17.8236, 9.6279, 15.7442], [15.7030, 10.2599, 15.0005], [14.7122, 10.1866, 14.1064], [14.9504, 9.5146, 12.7623], [14.0678, 9.7520, 11.8592], [13.5756, 10.6730, 14.3405], [18.2737, 8.2366, 13.2640], [16.2502, 8.5651, 11.5381], [15.5047, 10.8199, 15.9452], [10.6885, 12.2615, 10.5470], [9.5673, 11.9951, 10.1326], [9.0218, 10.8203, 10.2832], [7.7101, 10.8124, 9.6346], [7.3268, 12.2542, 9.6371], [8.6079, 12.9381, 9.3827], [6.9957, 10.2653, 10.2690], [7.9188, 10.4207, 8.6866], [6.9745, 12.5195, 10.6760], [6.6003, 12.4876, 8.8984], [8.6459, 13.9368, 9.8142], [8.8082, 12.9519, 8.3084], [13.6255, 12.7111, 10.2083], [14.8428, 12.6571, 10.1897], [15.5200, 13.5889, 9.4139], [16.9093, 13.6100, 9.7959], [17.2346, 12.2807, 10.4103], [15.8613, 11.7857, 10.9102], [16.9856, 14.3132, 10.6276], [17.4802, 13.8994, 8.9224], [17.9770, 12.4092, 11.2690], [17.6562, 11.6289, 9.6399], [15.7810, 11.8723, 11.9797], [15.6720, 10.7688, 10.8349], [11.3143, 8.5376, 10.5256], [12.1539, 8.2258, 9.7017], [12.3986, 9.1096, 8.6465], [13.4185, 8.5209, 7.8129], [14.0976, 7.3797, 8.5347], [13.0257, 7.0136, 9.6567], [14.0387, 9.4028, 7.5812], [12.9690, 8.1814, 6.9305], [14.8805, 7.9121, 9.1134], [14.5517, 6.6105, 7.9907], [13.5304, 6.8820, 10.5910], [12.3951, 6.1425, 9.5193], [11.1983, 7.7829, 16.4184], [12.0199, 8.3811, 17.0570], [11.7588, 9.2923, 17.9864], [13.0489, 9.7268, 18.6666], [13.9049, 8.4602, 18.5150], [13.4840, 8.0533, 17.0632], [12.7784, 9.9519, 19.6784], [13.4714, 10.5817, 18.1352], [13.6351, 7.6816, 19.1978], [14.9884, 8.6945, 18.5107], [13.5575, 6.9338, 16.9087], [13.9926, 8.6399, 16.2886], [10.2090, 12.5172, 13.2987], [9.5605, 12.1854, 14.2423], [8.3916, 12.8219, 14.5092], [7.6921, 11.9993, 15.5720], [8.5216, 10.7424, 15.8036], [9.9147, 11.2244, 15.3808], [6.6751, 11.9065, 15.2864], [7.6512, 12.6889, 16.4848], [8.2871, 9.9381, 15.1197], [8.5640, 10.3679, 16.8239], [10.7205, 10.5722, 15.1765], [10.3578, 11.8881, 16.0960], [10.7912, 9.1229, 13.2875], [11.1793, 7.9785, 13.4212], [10.3679, 6.9657, 13.4978], [11.0332, 5.8672, 14.1466], [12.5388, 6.0969, 13.9272], [12.6114, 7.5626, 13.6401], [10.6522, 4.8892, 13.6953], [10.6662, 6.0025, 15.1782], [12.7368, 5.4317, 13.1110], [13.0852, 5.6695, 14.8059], [13.2183, 7.8554, 12.7932], [13.0446, 8.0642, 14.5056], [13.6796, 13.5298, 13.0468], [13.5817, 14.5886, 12.5041], [14.6598, 15.3451, 12.2744], [14.4424, 16.4227, 11.3354], [13.0312, 16.1582, 10.8040], [12.4188, 15.2748, 11.8889], [15.2019, 16.2632, 10.5751], [14.5460, 17.3496, 11.8542], [13.1444, 15.6646, 9.8470], [12.3983, 16.9995, 10.5644], [11.7898, 14.4523, 11.5489], [11.8846, 15.7399, 12.7307]]
}

Entry 2:
{
  "formula": "C3H4N2S",
  "method": "ωB97M-V/def2-TZVPD",
  "smiles": "[H]/N=C(/C#C)NS",
  "gap_ev": 8.901,
  "elements": ["H", "N", "C", "C", "C", "N", "S", "H", "H", "H"],
  "xyz": [[-1.6174, -1.5781, -0.8526], [-0.8076, -1.7595, -0.0974], [-0.2388, -0.5478, 0.1500], [0.9137, -0.2584, 0.8104], [2.0873, -0.4730, 1.2769], [-0.6574, 0.5199, -0.8877], [-0.4408, 2.2217, -0.7157], [3.1016, -0.8009, 1.7133], [-1.2330, 0.2272, -1.6946], [-1.1075, 2.4491, 0.2973]]
}

Entry 3:
{
  "formula": "C36H29Cl3GaIN7PSSi",
  "method": "ωB97M-V/def2-TZVPD",
  "gap_ev": 7.173,
  "charge": 2,
  "elements": ["Ga", "I", "C", "C", "C", "C", "C", "C", "C", "C", "C", "P", "C", "C", "C", "C", "C", "C", "C", "C", "C", "C", "C", "C", "C", "H", "H", "H", "H", "H", "H", "H", "H", "H", "H", "H", "H", "H", "H", "H", "H", "N", "C", "C", "C", "C", "C", "C", "S", "N", "C", "C", "C", "C", "C", "C", "N", "H", "H", "H", "H", "H", "H", "H", "H", "H", "Cl", "Si", "Cl", "Cl", "N", "C", "N", "N", "C", "N", "H", "H", "H", "H"],
  "xyz": [[1.4901, -1.0340, 0.5956], [2.1663, -0.1217, 3.3136], [0.8732, 1.2692, 4.2154], [1.2391, 1.4567, 5.5285], [0.5744, 2.3868, 6.3463], [-0.4369, 3.1118, 5.8088], [-0.8379, 2.9331, 4.4624], [-1.9021, 3.7415, 4.0018], [-2.3615, 3.6348, 2.7272], [-1.7658, 2.6924, 1.8841], [-0.7200, 1.8772, 2.2652], [-0.3454, 0.7302, 0.8667], [-1.9702, -0.0723, 0.6864], [-2.7800, -0.0313, -0.4416], [-4.0015, -0.6935, -0.4460], [-4.4256, -1.3930, 0.6706], [-3.6268, -1.4259, 1.8090], [-2.4099, -0.7704, 1.8135], [-0.0429, 1.8594, -0.5246], [0.5259, 3.1087, -0.2736], [0.9007, 3.9309, -1.3218], [0.7078, 3.5211, -2.6333], [0.1522, 2.2786, -2.8904], [-0.2057, 1.4467, -1.8434], [-0.1998, 1.9820, 3.6000], [2.0572, 0.8930, 5.9495], [0.8808, 2.5182, 7.3727], [-0.9645, 3.8448, 6.4002], [-2.3410, 4.4475, 4.6920], [-3.1731, 4.2469, 2.3664], [-2.1643, 2.6040, 0.8800], [-2.4935, 0.5388, -1.3118], [-4.6314, -0.6394, -1.3225], [-5.3829, -1.8918, 0.6661], [-3.9627, -1.9432, 2.6955], [-1.8095, -0.7742, 2.7188], [0.6735, 3.4487, 0.7410], [1.3322, 4.8976, -1.1126], [0.9834, 4.1717, -3.4494], [-0.0071, 1.9526, -3.9079], [-0.6095, 0.4712, -2.0698], [-1.0108, -2.8528, -2.2676], [-0.9678, -2.1644, -3.5100], [-2.0035, -2.2964, -4.4150], [-1.9573, -1.5923, -5.6121], [-0.8959, -0.7407, -5.8805], [0.1298, -0.5945, -4.9549], [0.1022, -1.3262, -3.7790], [1.4661, -1.2824, -2.6676], [0.6361, -1.6008, -1.1972], [-0.3619, -2.4271, -1.1726], [-0.7876, -2.9420, 0.1626], [-1.7884, -3.8780, 0.3488], [-2.0118, -4.3652, 1.6314], [-1.2355, -3.8973, 2.6767], [-0.2722, -2.9367, 2.4103], [-0.0611, -2.4695, 1.1839], [-1.7748, -3.5035, -2.1481], [-2.8376, -2.9453, -4.1956], [-2.7558, -1.7081, -6.3279], [-0.8623, -0.1906, -6.8077], [0.9588, 0.0651, -5.1596], [-2.3915, -4.2533, -0.4636], [-2.7767, -5.1077, 1.8016], [-1.3653, -4.2607, 3.6839], [0.3501, -2.5263, 3.1977], [2.3782, -4.5946, 0.3357], [3.2028, -2.7483, 0.7313], [4.6533, -2.4466, -0.7159], [4.1889, -2.8811, 2.5242], [5.4549, -0.1859, -2.4393], [5.2629, 1.1228, -2.2324], [6.0364, 2.0043, -2.8633], [4.3346, 1.6128, -1.4295], [3.4645, 0.9299, -0.8146], [2.6226, 0.4396, -0.1719], [6.2279, -0.5191, -2.9944], [4.9752, -0.8556, -1.8595], [6.8037, 1.7284, -3.4496], [5.8835, 2.9849, -2.6876]]
}

Entry 4:
{
  "formula": "CH5N3O2S",
  "method": "ωB97M-V/def2-TZVPD",
  "gap_ev": [7.461, 6.639],
  "elements": ["C", "N", "N", "N", "O", "O", "S", "H", "H", "H", "H", "H"],
  "xyz": [[-1.6350, 0.3756, 0.1407], [0.7667, 0.8431, -0.0773], [-0.3358, 0.0960, 0.0841], [-2.5445, -0.7037, 0.3236], [3.6380, 0.9376, -0.7846], [2.5093, -1.3483, -0.3246], [2.9876, 0.1673, 0.1909], [-2.1369, 1.3484, 0.0074], [0.7379, 1.7919, 0.3033], [1.5659, -1.3484, -0.2119], [-3.3387, -0.5677, -0.2669], [-2.2143, -1.5918, 0.6154]]
}

Entry 5:
{
  "formula": "C39H54IrN5OS2Si",
  "method": "ωB97M-V/def2-TZVPD",
  "gap_ev": 5.249,
  "charge": 2,
  "elements": ["Ir", "N", "C", "C", "C", "C", "N", "H", "H", "H", "H", "H", "H", "H", "H", "H", "H", "H", "H", "C", "C", "C", "C", "Si", "O", "C", "C", "C", "C", "C", "C", "C", "C", "C", "C", "C", "C", "H", "H", "H", "H", "H", "H", "H", "H", "H", "H", "H", "H", "H", "H", "H", "H", "H", "H", "H", "S", "C", "N", "C", "C", "S", "H", "H", "H", "H", "H", "N", "C", "C", "C", "C", "C", "C", "C", "H", "H", "H", "H", "H", "C", "N", "C", "C", "C", "C", "C", "C", "C", "C", "H", "H", "H", "H", "H", "H", "H", "H", "H", "H", "H", "H", "H"],
  "xyz": [[0.4525, -1.0071, 0.8516], [0.4411, -0.7054, 3.2995], [1.5014, 0.1365, 3.8875], [2.7140, -0.6782, 4.3232], [3.3541, -1.5080, 3.2113], [3.7984, -0.6638, 2.0111], [2.8934, -0.8511, 0.8684], [-0.4608, -0.3333, 3.5730], [0.5023, -1.6453, 3.6853], [1.1294, 0.6700, 4.7702], [1.7760, 0.8845, 3.1442], [2.4150, -1.3497, 5.1311], [3.4531, 0.0118, 4.7324], [2.6419, -2.2576, 2.8650], [4.2103, -2.0325, 3.6355], [4.8230, -0.9277, 1.7238], [3.8030, 0.3930, 2.2883], [3.0983, -1.7550, 0.4499], [3.1041, -0.1562, 0.1570], [2.1641, 4.4139, -1.5778], [2.1505, 3.0580, -0.9111], [3.1199, 3.0030, 0.2501], [2.3840, 1.9503, -1.9183], [0.3307, 2.6432, -0.1084], [0.4171, 1.2723, 0.6274], [0.0288, 4.0828, 1.0918], [-0.0583, 3.8045, 2.4510], [-0.3173, 4.8070, 3.3676], [-0.4838, 6.1144, 2.9410], [-0.3905, 6.4072, 1.5911], [-0.1317, 5.3995, 0.6782], [-0.8334, 2.5868, -1.6135], [-0.9089, 1.4050, -2.3449], [-1.7489, 1.2890, -3.4366], [-2.5331, 2.3639, -3.8215], [-2.4860, 3.5397, -3.0925], [-1.6439, 3.6485, -1.9994], [3.1216, 4.5509, -2.0863], [2.0684, 5.2154, -0.8500], [1.3808, 4.5068, -2.3286], [4.1404, 3.1396, -0.1138], [3.0611, 2.0497, 0.7664], [2.9109, 3.7917, 0.9690], [3.4095, 2.0071, -2.2882], [1.7035, 2.0530, -2.7615], [2.2289, 0.9711, -1.4718], [0.0813, 2.7878, 2.7865], [-0.3819, 4.5730, 4.4191], [-0.6699, 6.9012, 3.6562], [-0.5105, 7.4236, 1.2474], [-0.0562, 5.6578, -0.3667], [-0.3175, 0.5605, -2.0289], [-1.7985, 0.3596, -3.9832], [-3.1807, 2.2853, -4.6802], [-3.0979, 4.3813, -3.3802], [-1.6323, 4.5649, -1.4293], [1.6052, -1.7075, -1.7942], [0.9979, -1.4812, -3.3224], [1.5900, -0.6814, -4.2103], [0.9479, -0.4799, -5.4903], [0.0271, -1.6747, -5.6987], [-0.3854, -2.2771, -4.0165], [2.3958, -0.1397, -3.9405], [1.6996, -0.4178, -6.2787], [0.3762, 0.4572, -5.4735], [0.5187, -2.4929, -6.2229], [-0.8952, -1.4195, -6.2133], [0.7091, -3.1246, 1.4919], [0.7176, -4.2561, 1.2349], [0.7369, -5.6399, 1.0173], [-0.0366, -6.2288, 0.0077], [-0.0027, -7.5975, -0.1696], [0.7878, -8.3900, 0.6499], [1.5544, -7.8115, 1.6519], [1.5352, -6.4452, 1.8432], [-0.6576, -5.6145, -0.6265], [-0.5911, -8.0502, -0.9531], [0.8075, -9.4579, 0.5052], [2.1702, -8.4305, 2.2838], [2.1260, -5.9934, 2.6251], [-5.0403, -0.1142, 1.2440], [-3.7647, 0.3940, 1.7789], [-3.2076, -0.5635, 2.7448], [-2.7602, 0.7250, 0.7000], [-2.5561, -0.4366, -0.2390], [-3.4708, -0.5598, -1.2843], [-3.4777, -1.6711, -2.1000], [-2.5551, -2.6743, -1.8633], [-1.5760, -2.5012, -0.8971], [-1.5187, -1.3694, -0.0720], [-5.7881, -0.1584, 2.0337], [-4.8927, -1.1127, 0.8369], [-5.4085, 0.5345, 0.4532], [-3.9654, 1.2725, 2.2656], [-2.7199, -1.3677, 2.1950], [-3.9923, -0.9748, 3.3741], [-2.4782, -0.0684, 3.3761], [-1.8173, 0.9970, 1.1774], [-3.1395, 1.5866, 0.1475], [-4.1829, 0.2300, -1.4709], [-4.1891, -1.7538, -2.9066], [-2.5830, -3.5761, -2.4550], [-0.8262, -3.2747, -0.7967]]
}

Entry 6:
{
  "formula": "C5H12N2",
  "method": "ωB97M-V/def2-TZVPD",
  "smiles": "C=CNC.C=NC",
  "gap_ev": 8.684,
  "elements": ["C", "C", "N", "C", "H", "H", "H", "H", "H", "H", "H", "C", "N", "C", "H", "H", "H", "H", "H"],
  "xyz": [[-1.3173, 0.1315, 2.9876], [-1.0806, -0.0184, 1.6862], [-2.0020, -0.5053, 0.7624], [-1.5251, -1.1302, -0.4523], [-2.2849, -0.1215, 3.4018], [-0.5563, 0.4951, 3.6581], [-0.1845, 0.2787, 1.1482], [-2.7527, -1.0118, 1.2009], [-2.3355, -1.4190, -1.1135], [-0.8897, -0.4175, -0.9776], [-0.9060, -2.0139, -0.2450], [0.9418, 1.3329, -1.9756], [1.3107, 0.4435, -1.1591], [2.7419, 0.1954, -1.0894], [-0.1172, 1.3823, -2.2230], [1.5920, 2.0870, -2.4259], [3.1254, 0.3303, -0.0773], [3.3419, 0.8142, -1.7650], [2.8981, -0.8532, -1.3415]]
}

Entry 7:
{
  "formula": "C5H11NO",
  "method": "ωB97M-V/def2-TZVPD",
  "smiles": "CC(C)N(C)C=O",
  "gap_ev": 10.369,
  "elements": ["C", "C", "C", "N", "C", "C", "O", "H", "H", "H", "H", "H", "H", "H", "H", "H", "H", "H"],
  "xyz": [[-0.8203, -1.2104, -0.7525], [-0.6946, 0.2492, -0.3275], [-1.6793, 0.6081, 0.7889], [0.6924, 0.6052, 0.0556], [1.4448, -0.2760, 0.9535], [1.5401, 0.9974, -0.9641], [1.3468, 0.8698, -2.1505], [-0.6372, -1.8785, 0.0958], [-1.8267, -1.4210, -1.1285], [-0.0997, -1.4292, -1.5462], [-0.9298, 0.8720, -1.1991], [-1.7212, 1.6890, 0.9573], [-2.6905, 0.2709, 0.5276], [-1.4061, 0.1231, 1.7324], [1.1173, -0.2155, 1.9914], [1.3988, -1.3157, 0.6037], [2.5073, -0.0023, 0.9182], [2.4580, 1.4637, -0.5560]]
}

Entry 8:
{
  "formula": "C2H3NO",
  "method": "ωB97M-V/def2-TZVPD",
  "gap_ev": 11.462,
  "elements": ["C", "C", "N", "O", "H", "H", "H"],
  "xyz": [[0.7155, -0.3425, 0.7127], [-0.5798, 0.2643, -0.6048], [0.2746, 0.8537, 0.7482], [0.0946, -0.9916, -0.2982], [1.4060, -0.9471, 1.4356], [-1.6185, 0.2994, -0.4416], [-0.2923, 0.8639, -1.5519]]
}